[1]
Below is C23H32Cl4GeN3O2S3Si3Tc as an isolated structure, with properties calculated with wB97M-V/def2-TZVPD.

Computed properties:
**Spin multiplicity**: 4
**Highest occupied orbital energy (spin up / spin down)**: -5.11 / -5.09 eV
**Net charge**: -1
**Energy above the lowest of the compared OMol25 structures with the same formula, charge and spin**: 23.3 kcal/mol
**LUMO (spin up / spin down)**: 0.0668 / 0.0179 hartree

Each line ends with the Mulliken spin population.
Cartesian coordinates (Å):
1 Tc -0.013900 0.132000 -0.151900  2.55
2 S 0.206700 0.282000 2.196300  0.03
3 C 1.831900 0.684600 2.520900  0.00
4 S 2.961100 0.953900 1.204700  0.00
5 C 2.286200 0.818400 3.821400  0.03
6 C 3.588100 1.239000 4.122100  -0.01
7 N 4.651600 1.586500 4.392100  0.02
8 C 1.458800 0.513700 4.914800  0.00
9 N 0.801600 0.231900 5.815400  0.01
10 Cl -3.956000 5.786300 -0.080800  0.00
11 C -3.396400 4.159300 -0.010400  0.03
12 C -4.314100 3.115300 0.072500  0.00
13 Cl -6.001300 3.462800 0.122100  0.00
14 C -3.875400 1.797400 0.089500  0.02
15 Cl -5.023100 0.514500 0.186800  0.00
16 C -2.514700 1.486400 0.004900  0.01
17 O -2.044000 0.291600 -0.021800  0.17
18 C -1.560700 2.570800 -0.106800  0.02
19 O -0.333000 2.259100 -0.239800  0.09
20 C -2.037000 3.890200 -0.076300  0.00
21 Cl -0.889900 5.179300 -0.146300  0.00
22 C -3.435700 -2.776100 0.391100  0.00
23 Si -1.798000 -3.128800 1.311100  0.04
24 C -1.648500 -5.025100 1.554000  0.00
25 C -1.847400 -2.330900 3.043700  0.01
26 Ge 0.082100 -2.312800 -0.028700  -0.10
27 Si 2.016200 -3.370100 1.046000  0.05
28 C 2.075700 -5.268000 0.779100  0.00
29 C 3.632700 -2.716800 0.261800  0.01
30 C 2.067600 -3.067700 2.939000  0.00
31 Si -0.186600 -3.465800 -2.134500  0.00
32 C -0.356900 -5.377600 -2.168200  -0.01
33 C -1.802800 -2.889500 -2.995100  0.00
34 C 1.334100 -3.033600 -3.222900  0.01
35 H -4.274800 -2.738500 1.080700  0.00
36 H -3.648900 -3.530500 -0.360200  0.00
37 H -3.377200 -1.813300 -0.105800  0.00
38 H -2.570300 -5.431900 1.954800  0.00
39 H -0.850400 -5.268900 2.245000  0.00
40 H -1.440900 -5.524500 0.615200  0.00
41 H -2.619100 -2.776600 3.665900  0.00
42 H -2.056800 -1.268900 2.964700  0.00
43 H -0.898000 -2.430600 3.561700  0.00
44 H 2.166100 -5.497400 -0.275500  0.00
45 H 1.189700 -5.763900 1.154300  0.00
46 H 2.936300 -5.693700 1.283400  0.00
47 H 3.654600 -2.937300 -0.801000  0.00
48 H 4.511900 -3.168600 0.712600  0.00
49 H 3.720600 -1.641000 0.367800  0.00
50 H 1.359800 -3.700600 3.466000  0.00
51 H 1.823300 -2.036900 3.175500  0.00
52 H 3.056500 -3.268600 3.341500  0.00
53 H -1.283900 -5.696400 -1.705500  0.00
54 H 0.453700 -5.867500 -1.645300  0.00
55 H -0.361100 -5.745100 -3.188900  0.00
56 H -2.651700 -3.406100 -2.558400  0.00
57 H -1.813900 -3.091000 -4.062900  0.00
58 H -1.961900 -1.826800 -2.843900  0.00
59 H 2.165600 -3.694100 -2.997600  0.00
60 H 1.660700 -2.019500 -3.007200  0.00
61 H 1.136200 -3.113500 -4.288100  0.00
62 S 2.967200 0.405700 -1.581400  0.16
63 C 2.039200 0.436200 -0.207600  -0.18
64 C -0.651700 -0.362600 -5.454200  0.01
65 C 0.198500 0.607500 -4.629700  0.00
66 C 0.029600 0.388300 -3.219900  0.14
67 N -0.053700 0.145700 -2.092600  -0.10
68 H -0.475600 -0.194700 -6.513700  0.00
69 H -1.708800 -0.213900 -5.248300  0.00
70 H -0.393700 -1.388400 -5.208000  0.00
71 H -0.070900 1.642400 -4.862700  0.00
72 H 1.261900 0.468700 -4.853600  0.00

Atoms 1-2, force components in eV/Å:
Tc -0.333 1.537 2.531
S -0.162 -0.123 0.346



[2]
Below is C23H32ClCrN3O5P2S as an isolated structure, with properties calculated with wB97M-V/def2-TZVPD.

Computed properties:
**Highest occupied orbital energy (spin up / spin down)**: -7.59 / -7.59 eV
**Net charge**: 0
**LUMO (spin up / spin down)**: -0.0213 / -0.0213 hartree

Each line ends with the Mulliken charge.
Cartesian coordinates (Å):
1 Cr -2.013244 0.536705 -0.328609  -0.39
2 C -1.282516 -3.036397 1.460742  -1.43
3 P -1.047742 -1.230659 1.300057  1.11
4 C 0.688034 -1.270861 0.621152  0.05
5 N 1.715211 -1.464361 1.394056  -0.22
6 C 2.953994 -1.457327 0.826965  0.01
7 C 4.097965 -1.631285 1.646027  -0.54
8 C 5.337220 -1.630279 1.082974  -0.53
9 C 5.495078 -1.454769 -0.318133  -0.53
10 C 4.409423 -1.283763 -1.120864  -0.54
11 C 3.110727 -1.281575 -0.555927  0.06
12 N 2.025032 -1.108729 -1.364003  -0.27
13 C 0.852013 -1.093647 -0.809827  0.32
14 P -0.683035 -0.771082 -1.798041  1.30
15 C -1.136567 -2.449512 -2.341732  -1.29
16 C -0.202447 0.081015 -3.379851  1.74
17 C 0.316825 1.482830 -3.031472  -1.68
18 C 0.819015 -0.658025 -4.244919  -1.77
19 C -1.524234 0.215079 -4.157945  -1.81
20 C -0.927346 -0.672129 3.085833  1.94
21 C -0.537322 0.810789 3.126597  -1.84
22 C 0.043152 -1.483472 3.944755  -1.79
23 C -2.340216 -0.829131 3.673679  -1.76
24 H -0.435701 -3.470899 1.991800  0.44
25 H -1.360768 -3.500219 0.480517  0.31
26 H -2.206517 -3.240310 2.001225  0.39
27 H 3.953193 -1.764563 2.711277  0.47
28 H 6.212616 -1.763884 1.706427  0.40
29 H 6.488975 -1.459059 -0.748766  0.40
30 H 4.504821 -1.149372 -2.192279  0.46
31 H -0.302735 -2.945124 -2.833515  0.37
32 H -1.988119 -2.393390 -3.016069  0.44
33 H -1.442486 -3.029471 -1.477665  0.25
34 H 1.232209 1.436710 -2.434506  0.27
35 H -0.425386 2.065779 -2.483229  0.07
36 H 0.541423 2.015376 -3.962385  0.62
37 H 1.784054 -0.747914 -3.751884  0.23
38 H 0.949132 -0.098642 -5.178421  0.51
39 H 0.472445 -1.661887 -4.513124  0.35
40 H -2.332052 0.613866 -3.542001  0.29
41 H -1.851349 -0.740528 -4.575133  0.37
42 H -1.368207 0.905081 -4.994273  0.50
43 H 0.475005 0.972265 2.745742  0.26
44 H -0.569824 1.146868 4.169059  0.63
45 H -1.228884 1.429601 2.552287  0.10
46 H 1.071229 -1.398415 3.601563  0.27
47 H -0.225255 -2.543611 3.979325  0.35
48 H -0.020855 -1.101272 4.970488  0.52
49 H -3.093514 -0.299151 3.103098  0.34
50 H -2.331053 -0.418899 4.689428  0.49
51 H -2.640274 -1.878051 3.750544  0.38
52 O -0.308453 1.345501 0.137512  0.94
53 N -0.174235 2.677002 0.319487  -0.05
54 C 1.073874 3.120351 0.568940  -0.43
55 C 1.305746 4.445581 0.778707  -0.87
56 C 0.217547 5.325133 0.730488  -0.18
57 C -1.034087 4.843899 0.473460  -0.92
58 C -1.261025 3.467669 0.250415  0.61
59 S -2.790513 2.775328 -0.079304  -0.51
60 H 1.829127 2.347769 0.582717  0.54
61 H 2.312249 4.785811 0.976222  0.43
62 H 0.367468 6.387054 0.894139  0.37
63 H -1.895433 5.497352 0.425654  0.46
64 O -5.693234 -1.160672 -0.393532  -0.66
65 Cl -4.788984 -0.060758 -0.293498  1.64
66 O -5.444759 1.198535 -0.493419  -0.60
67 O -4.051187 -0.067422 0.980101  -0.67
68 O -3.695247 -0.228434 -1.319129  -0.71

Atoms 1-2, force components in eV/Å:
Cr 0.193 -0.290 1.581
C -0.186 -0.038 0.050



[3]
Below is one molecule with the formula C23H32N4O, with properties calculated with wB97M-V/def2-TZVPD.

Computed properties:
**Highest occupied orbital energy**: -8.58 eV
**Net charge**: 0
**Energy above the lowest of the compared OMol25 structures with the same formula, charge and spin**: 28.2 kcal/mol
**LUMO**: 0.0247 hartree

Each line ends with the Mulliken charge.
Cartesian coordinates (Å):
1 C -4.917893 -1.751389 1.269176  -0.89
2 C -5.461567 -0.635091 0.374910  -1.07
3 C -4.381534 0.363501 0.069996  0.86
4 C -3.455889 0.111200 -0.936152  -0.20
5 C -2.425725 0.995242 -1.187626  -0.41
6 C -2.296040 2.160726 -0.441304  0.43
7 C -1.143679 3.086241 -0.723380  -1.34
8 N 0.110128 2.373567 -0.542865  0.61
9 C 0.369170 2.085381 0.852678  -1.34
10 C 1.536854 1.110092 0.961060  0.62
11 C 2.773703 1.753135 0.344872  -0.70
12 N 3.974135 0.950058 0.450148  1.15
13 N 5.119810 1.616266 0.581564  -1.37
14 C 6.082979 0.720571 0.650182  -0.42
15 C 5.562450 -0.571707 0.560440  -0.96
16 C 4.199005 -0.386573 0.421808  0.47
17 N 3.214383 -1.381602 0.350068  0.13
18 C 2.422738 -1.629712 -0.735114  -0.13
19 O 2.442739 -0.946595 -1.732378  -0.66
20 C 1.522869 -2.848328 -0.555492  0.45
21 C 0.395803 -2.862804 -1.603807  -1.21
22 C -0.876250 -2.544203 -0.821714  0.10
23 C -0.636221 -3.232225 0.517122  -0.89
24 C 0.823800 -2.893904 0.822384  -0.86
25 C 2.467274 2.122717 -1.107831  -0.32
26 C 1.246219 3.036500 -1.150568  -1.06
27 C -3.220450 2.417934 0.559516  -0.57
28 C -4.250637 1.528042 0.812486  -0.72
29 H -5.696439 -2.478392 1.489150  0.39
30 H -4.093348 -2.262193 0.776578  0.12
31 H -4.552950 -1.338778 2.207386  0.32
32 H -5.835040 -1.070603 -0.554450  0.35
33 H -6.294411 -0.141334 0.879252  0.38
34 H -3.549087 -0.787843 -1.528708  0.38
35 H -1.703490 0.789347 -1.963136  0.33
36 H -1.194836 3.412282 -1.766624  0.48
37 H -1.206212 3.984600 -0.082747  0.26
38 H 0.594971 3.007312 1.423310  0.27
39 H -0.528679 1.632187 1.280675  0.54
40 H 1.714917 0.844964 2.005463  0.55
41 H 1.267457 0.218415 0.399682  -0.59
42 H 3.017895 2.671501 0.894818  0.36
43 H 7.103591 1.027023 0.762696  0.47
44 H 6.088188 -1.504101 0.587364  0.42
45 H 3.270911 -2.095090 1.061938  0.31
46 H 2.170149 -3.722037 -0.684906  0.58
47 H 0.597534 -2.134207 -2.387804  0.44
48 H 0.317840 -3.849349 -2.061466  0.31
49 H -1.771473 -2.904915 -1.325476  0.52
50 H -0.970058 -1.467705 -0.672232  -0.35
51 H -1.309889 -2.885530 1.299792  0.36
52 H -0.758158 -4.311394 0.407829  0.37
53 H 1.277657 -3.624388 1.492761  0.39
54 H 0.868537 -1.915197 1.303350  0.25
55 H 2.266473 1.213872 -1.674870  0.04
56 H 3.327329 2.629658 -1.546868  0.45
57 H 1.480331 3.990586 -0.639710  0.39
58 H 0.998839 3.260834 -2.190756  0.49
59 H -3.135598 3.320672 1.148882  0.34
60 H -4.961097 1.742746 1.598640  0.37

Atoms 1-2, force components in eV/Å:
C -0.199 0.066 -0.078
C 0.145 -0.113 0.118



[4]
Below is C23H32N5OSSe3TeV as an isolated structure, with properties calculated with wB97M-V/def2-TZVPD.

Computed properties:
**Highest occupied orbital energy (spin up / spin down)**: -7.23 / -7.23 eV
**Net charge**: 0
**LUMO (spin up / spin down)**: -0.0379 / -0.0390 hartree

Each line ends with the Mulliken charge.
Cartesian coordinates (Å):
1 V 0.576691 0.604924 0.332116  0.64
2 C -0.888041 -0.034312 4.416889  -1.63
3 C -0.466825 0.536885 3.105063  0.54
4 N 0.127716 -0.144730 2.190843  0.68
5 N 0.494252 -1.440386 2.421957  -1.24
6 C 1.347941 -1.763309 1.484730  0.31
7 O 1.694615 -0.910343 0.554972  -0.87
8 C 1.944345 -3.110034 1.473881  0.93
9 C 2.924020 -3.422218 0.536936  -0.30
10 C 3.483477 -4.690350 0.521114  -0.82
11 C 3.066969 -5.646099 1.436362  -0.40
12 C 2.092400 -5.333809 2.377293  -0.66
13 C 1.530743 -4.069592 2.397273  -0.26
14 C -0.570214 1.946279 2.730967  0.69
15 C -1.091179 2.936867 3.551899  -0.86
16 C -1.087486 4.249765 3.117030  -0.33
17 C -0.548496 4.548833 1.876008  -0.93
18 C -0.024853 3.521003 1.114590  0.18
19 N -0.025851 2.247437 1.523196  0.45
20 H -0.034181 -0.113741 5.093060  0.28
21 H -1.269763 -1.041668 4.261670  0.38
22 H -1.655728 0.571404 4.892083  0.46
23 H 3.228109 -2.673259 -0.179499  0.47
24 H 4.239049 -4.934026 -0.214079  0.42
25 H 3.499909 -6.638252 1.416002  0.42
26 H 1.769151 -6.079585 3.091969  0.40
27 H 0.770520 -3.809651 3.121047  0.45
28 H -1.493844 2.678391 4.519747  0.29
29 H -1.494630 5.031829 3.744054  0.44
30 H -0.523416 5.560105 1.497525  0.40
31 H 0.421223 3.704476 0.146707  0.28
32 Se -1.627652 -0.109669 -0.169312  -0.06
33 Se -1.757097 0.219999 -2.504947  -0.18
34 Te -0.618860 2.441199 -2.609904  -0.02
35 Se 1.593483 1.781946 -1.583257  -0.59
36 C -0.039209 -7.559466 -0.971283  -1.25
37 C -0.868538 -6.324973 -1.304738  -0.56
38 C -0.299083 -5.067111 -0.663940  0.17
39 C -1.092712 -3.804743 -0.965004  -0.62
40 N -1.169658 -3.489619 -2.383102  -0.06
41 C -0.195885 -2.858713 -3.079355  0.08
42 S 1.252754 -2.396785 -2.385220  -0.25
43 N -0.493676 -2.625581 -4.377183  -0.05
44 C 0.325853 -1.810648 -5.261962  -1.13
45 C 1.416921 -2.602671 -5.969647  -0.44
46 C 0.882865 -3.707551 -6.871985  -0.23
47 C 1.996638 -4.470227 -7.578920  -1.27
48 H -0.447468 -8.458840 -1.434234  0.40
49 H -0.002608 -7.722504 0.108200  0.30
50 H 0.988131 -7.437236 -1.320511  0.29
51 H -1.901909 -6.472644 -0.971124  0.31
52 H -0.906235 -6.193152 -2.390140  0.27
53 H 0.732993 -4.915419 -0.991157  0.10
54 H -0.267214 -5.189323 0.422707  0.37
55 H -0.654630 -2.949865 -0.448667  -0.48
56 H -2.122440 -3.912990 -0.614839  0.53
57 H -2.050785 -3.648689 -2.843375  0.29
58 H -1.400382 -2.905478 -4.712604  0.23
59 H 0.767463 -1.013335 -4.663352  0.34
60 H -0.347439 -1.352444 -5.991128  0.52
61 H 2.079767 -3.025354 -5.210319  0.25
62 H 2.016328 -1.902888 -6.560950  0.40
63 H 0.204039 -3.274946 -7.615640  0.26
64 H 0.288672 -4.404969 -6.274184  0.25
65 H 2.584748 -3.803677 -8.212986  0.32
66 H 1.600925 -5.268320 -8.208392  0.37
67 H 2.676781 -4.920748 -6.853350  0.31

Atoms 1-2, force components in eV/Å:
V 0.512 -0.114 0.020
C 0.038 -0.006 -0.011



Number 1: strongest force on any atom 0.077 Eh/bohr, electronic energy -197883.388 eV. Number 2: strongest force on any atom 0.031 Eh/bohr, electronic energy -109427.596 eV. Number 3: strongest force on any atom 0.016 Eh/bohr, electronic energy -32379.102 eV. Number 4: strongest force on any atom 0.010 Eh/bohr, electronic energy -273726.523 eV.